Entry from the Open Molecules 2025 dataset: a structure of composition C18H40Cl2O19P2S4Si2 in a non-equilibrium geometry (wB97M-V/def2-TZVPD).

Geometry as XYZ:
```
87
Properties=species:S:1:pos:R:3
C -0.62 2.72 -2.55
C 0.58 1.92 -1.98
C 0.68 0.50 -2.53
C 1.67 -0.36 -1.76
O 1.28 -0.47 -0.37
Si 0.63 -1.83 0.22
O -0.42 -1.47 1.42
Si -1.25 -0.03 1.63
P 0.06 1.75 1.95
C -1.24 2.98 2.40
C 0.84 1.43 3.60
P -2.55 0.33 -0.17
C -3.74 -1.04 0.08
O -3.43 1.63 0.36
C 1.98 -2.96 0.86
Cl 2.92 -3.57 -0.47
C 2.26 -3.32 2.13
C 1.49 -2.86 3.35
Cl 3.61 -4.35 2.50
H -1.15 3.25 -1.76
H -0.29 3.44 -3.30
H -1.34 2.05 -3.02
H 0.51 1.88 -0.89
H 1.50 2.45 -2.22
H 1.03 0.52 -3.57
H -0.31 0.02 -2.50
H 1.76 -1.35 -2.21
H 2.66 0.11 -1.76
H -0.08 -2.56 -0.85
H -2.12 -0.23 2.84
H -1.72 3.31 1.47
H -2.01 2.60 3.06
H -0.73 3.83 2.86
H 0.95 0.37 3.80
H 1.84 1.89 3.60
H 0.25 1.86 4.42
H -4.07 -1.14 1.12
H -4.62 -0.85 -0.54
H -3.27 -1.98 -0.22
H -3.95 1.45 1.15
H 1.87 -3.35 4.25
H 0.43 -3.08 3.25
H 1.61 -1.78 3.49
C 4.75 -3.52 -5.40
C 4.03 -3.73 -4.08
O 3.31 -2.50 -3.89
S 2.82 -1.93 -5.29
O 1.48 -2.31 -5.54
O 3.21 -0.56 -5.36
O 3.78 -2.82 -6.20
H 5.63 -2.89 -5.29
H 5.01 -4.45 -5.89
H 4.71 -3.87 -3.24
H 3.32 -4.56 -4.12
C 4.03 -7.08 -0.15
C 4.24 -8.58 -0.30
O 5.01 -8.69 -1.51
S 6.01 -7.45 -1.63
O 7.29 -7.80 -1.14
O 5.86 -6.90 -2.93
O 5.29 -6.52 -0.56
H 3.25 -6.71 -0.82
H 3.82 -6.78 0.87
H 3.31 -9.13 -0.43
H 4.81 -9.00 0.53
C -6.24 4.40 3.03
C -4.75 4.27 2.82
O -4.39 3.17 3.68
S -5.57 2.10 3.71
O -5.28 1.08 2.75
O -5.85 1.76 5.05
O -6.70 3.04 3.11
H -6.48 4.91 3.97
H -6.74 4.89 2.20
H -4.20 5.15 3.12
H -4.51 4.01 1.79
C -1.89 7.74 0.74
C -1.57 6.28 0.49
O -2.86 5.65 0.51
S -3.96 6.64 -0.11
O -4.17 6.34 -1.48
O -5.04 6.70 0.81
O -3.09 7.97 -0.01
H -2.09 7.94 1.80
H -1.12 8.42 0.38
H -0.96 5.83 1.26
H -1.11 6.12 -0.49
```

Output
LUMO level = 0.2 eV
calculated total energy = -5914.322934 hartree
frontier orbital gap = 8.52 eV
total charge = 0



Entry from the Open Molecules 2025 dataset: a structure of composition C37H46ClNO2PtSi2Te2 in a non-equilibrium geometry (wB97M-V/def2-TZVPD).

Geometry as XYZ:
```
92
Properties=species:S:1:pos:R:3
Pt -0.83 -0.38 -0.95
C 4.73 3.37 1.03
C 3.55 2.46 0.86
C 3.52 1.18 1.39
C 2.40 0.35 1.32
C 2.51 -1.02 1.86
O 1.59 -1.63 2.34
C 3.86 -1.67 1.78
C 4.35 -2.31 2.92
C 5.62 -2.87 2.90
C 6.38 -2.83 1.75
C 5.88 -2.23 0.60
C 4.62 -1.64 0.62
C 1.22 0.82 0.70
O 0.07 0.18 0.82
C 1.32 2.04 -0.02
C 2.44 2.84 0.12
C 0.26 2.47 -0.91
N -0.70 1.72 -1.31
C -1.64 2.30 -2.29
C -2.62 1.30 -2.86
Te -1.65 -0.52 -3.36
C 0.14 0.33 -4.07
C 1.35 -0.07 -3.52
C 2.52 0.50 -3.97
C 2.50 1.47 -4.96
C 1.29 1.86 -5.52
C 0.11 1.28 -5.08
C 0.35 3.87 -1.42
C -0.28 4.90 -0.75
C -0.22 6.20 -1.26
C 0.48 6.45 -2.43
C 1.12 5.41 -3.09
C 1.05 4.12 -2.60
H 5.56 2.84 1.49
H 4.49 4.22 1.67
H 5.07 3.76 0.07
H 4.39 0.82 1.93
H 3.74 -2.35 3.81
H 6.00 -3.35 3.79
H 7.37 -3.27 1.74
H 6.47 -2.21 -0.30
H 4.23 -1.17 -0.27
H 2.47 3.81 -0.37
H -1.09 2.77 -3.10
H -2.21 3.10 -1.80
H -3.13 1.72 -3.73
H -3.37 1.00 -2.13
H 1.37 -0.84 -2.75
H 3.47 0.19 -3.54
H 3.42 1.93 -5.30
H 1.27 2.61 -6.31
H -0.83 1.58 -5.53
H -0.82 4.70 0.17
H -0.71 7.00 -0.73
H 0.53 7.46 -2.82
H 1.67 5.61 -4.00
H 1.55 3.31 -3.11
Cl 0.12 -3.11 -1.51
C -3.89 -2.68 -1.96
Si -4.17 -3.52 -0.31
C -5.51 -2.59 0.64
C -4.81 -5.26 -0.63
C -2.59 -3.73 0.68
Te -1.12 -2.23 1.00
C -2.47 -1.05 2.21
Si -2.32 -1.41 4.04
C -2.07 -3.24 4.40
C -3.91 -0.86 4.88
C -0.84 -0.46 4.68
H -4.66 -2.98 -2.68
H -2.91 -2.97 -2.35
H -3.92 -1.60 -1.85
H -6.46 -2.72 0.14
H -5.31 -1.52 0.70
H -5.62 -2.97 1.66
H -5.74 -5.24 -1.20
H -5.00 -5.79 0.30
H -4.08 -5.83 -1.20
H -2.03 -4.56 0.23
H -2.86 -4.04 1.69
H -3.48 -1.21 1.84
H -2.17 -0.02 2.03
H -2.97 -3.82 4.21
H -1.80 -3.37 5.45
H -1.26 -3.66 3.81
H -4.76 -1.45 4.53
H -4.13 0.19 4.66
H -3.86 -0.97 5.96
H 0.02 -0.64 4.04
H -0.58 -0.76 5.70
H -1.04 0.62 4.68
```

Output
LUMO level (spin up / spin down) = -0.5 / -0.5 eV
calculated total energy = -3337.328130 hartree
frontier orbital gap (spin up / spin down) = 6.01 / 6.01 eV
total charge = 0



Entry from the Open Molecules 2025 dataset: the molecule C5H9NO in a non-equilibrium geometry (wB97M-V/def2-TZVPD).

Geometry as XYZ:
```
16
Properties=species:S:1:pos:R:3
C -0.91 -1.14 0.19
C -0.58 -0.14 -0.97
C -0.82 1.32 -0.52
C 0.51 1.23 0.29
C 0.85 -0.03 -0.49
N 1.68 -0.99 -0.45
O 2.30 -0.98 0.83
H -1.80 -0.88 0.74
H -0.13 -1.20 1.00
H -0.90 -2.15 -0.22
H -0.88 -0.47 -1.97
H -0.74 2.04 -1.34
H -1.75 1.50 0.03
H 0.39 1.13 1.38
H 1.24 2.02 0.09
H 1.54 -1.26 1.39
```

Output
LUMO level = 0.9 eV
calculated total energy = -325.765348 hartree
frontier orbital gap = 10.13 eV
SMILES = C[C@H]1CC/C1=N\O
total charge = 0



Entry from the Open Molecules 2025 dataset: a cluster of 2 separate species, C14H23NO7 in total in a non-equilibrium geometry (wB97M-V/def2-TZVPD).

Geometry as XYZ:
```
45
Properties=species:S:1:pos:R:3
C -4.03 3.86 0.78
N -4.05 2.42 0.59
C -4.34 1.65 1.79
C -3.17 0.93 2.36
C -1.89 0.82 2.01
C -1.13 1.39 0.87
C -1.53 0.81 -0.51
C -0.47 -0.11 -1.13
C -0.91 -1.56 -1.41
O -2.30 -1.81 -1.38
C -1.22 -0.03 3.06
O -0.04 -0.12 3.29
O -2.21 -0.65 3.78
C -3.36 0.13 3.61
O -4.25 0.16 4.42
H -4.81 4.21 1.46
H -3.05 4.15 1.14
H -4.16 4.34 -0.18
H -4.71 2.16 -0.13
H -5.10 0.90 1.56
H -4.79 2.28 2.55
H -1.17 2.47 0.89
H -0.09 1.14 1.03
H -1.68 1.65 -1.17
H -2.50 0.34 -0.41
H -0.16 0.32 -2.07
H 0.42 -0.13 -0.52
H -0.45 -2.29 -0.76
H -0.56 -1.81 -2.41
H -2.73 -1.29 -2.06
C 4.52 -2.84 0.66
C 3.79 -3.15 -0.64
O 3.60 -1.97 -1.43
C 4.68 -1.52 -2.06
O 5.78 -2.02 -2.04
O 4.35 -0.42 -2.73
C 5.44 0.21 -3.40
H 4.00 -2.06 1.21
H 4.57 -3.74 1.28
H 5.53 -2.50 0.46
H 2.78 -3.51 -0.41
H 4.30 -3.92 -1.21
H 5.94 -0.49 -4.06
H 6.14 0.62 -2.68
H 5.01 1.02 -3.99
```

Output
LUMO level = -0.4 eV
calculated total energy = -1128.682315 hartree
frontier orbital gap = 9.19 eV
SMILES = CNCC1=C(CCCCO)C(=O)OC1=O.CCOC(=O)OC
total charge = 0



Entry from the Open Molecules 2025 dataset: the molecule C4H5NO in a non-equilibrium geometry (wB97M-V/def2-TZVPD).

Geometry as XYZ:
```
11
Properties=species:S:1:pos:R:3
C 1.23 1.14 -0.09
C 0.23 0.17 0.55
C -0.09 -1.18 0.48
C -1.36 -1.15 -0.15
N -1.83 0.06 -0.29
O -0.90 0.86 0.26
H 1.48 2.01 0.52
H 2.09 0.60 -0.47
H 0.69 1.55 -0.97
H 0.39 -2.12 0.79
H -1.94 -1.94 -0.61
```

Output
LUMO level = 0.7 eV
calculated total energy = -285.308489 hartree
frontier orbital gap = 10.12 eV
SMILES = Cc1ccno1
total charge = 0



Entry from the Open Molecules 2025 dataset: a structure of composition C2H6I2N3 in a non-equilibrium geometry (wB97M-V/def2-TZVPD).

Geometry as XYZ:
```
13
Properties=species:S:1:pos:R:3
C -0.32 0.98 -1.45
C -0.10 -2.10 2.01
N 0.44 1.95 0.47
N 0.10 2.07 -0.67
N -0.05 -0.30 -0.80
I 0.75 -0.30 1.97
I 0.64 -3.68 0.96
H -1.34 1.26 -1.69
H 0.22 0.88 -2.40
H -1.13 -2.08 2.54
H 0.79 2.83 1.02
H -0.92 -0.92 -1.02
H 0.93 -0.59 -0.93
```

Output
LUMO level (spin up / spin down) = -6.1 / -6.0 eV
calculated total energy = -839.024894 hartree
frontier orbital gap (spin up / spin down) = 6.29 / 6.41 eV
total charge = +1